101
Properties=species:S:1:pos:R:3 method="wB97M-V/def2-TZVPD" e_lumo_ev="-3.91 / -4.07" charge=+1 mol_weight_g_mol=757.7 gap_ha="0.272 / 0.243" multiplicity=4
Mn 0.685 0.954 -0.528
C -0.418 -3.981 0.176
C 0.550 -2.968 -0.466
C 1.077 -3.478 -1.852
C 1.750 -2.706 0.473
C 2.604 -3.713 0.670
C 3.689 -3.505 1.521
C 3.949 -2.272 2.102
C 3.079 -1.179 1.934
C 3.515 0.114 2.547
C 2.484 1.200 2.829
C 4.626 0.723 1.652
C 1.930 -1.443 1.173
N 0.899 -0.467 0.928
C -0.184 -0.593 1.633
C -1.427 0.036 1.064
N -1.266 0.759 0.000
C -2.473 1.310 -0.648
C -2.983 2.530 -0.167
C -4.131 2.972 -0.789
C -4.700 2.371 -1.884
C -4.193 1.149 -2.310
C -3.017 0.660 -1.769
C -2.338 -0.542 -2.404
C -2.215 -0.431 -3.937
C -3.043 -1.822 -1.960
C -2.256 3.468 0.846
C -1.807 4.652 0.007
C -1.206 3.027 1.837
C -2.563 -0.395 1.891
C -3.919 -0.262 1.850
C -4.668 -0.776 2.951
C -4.061 -1.384 4.040
C -2.660 -1.560 4.052
C -1.895 -2.221 5.034
C -0.547 -2.374 4.910
C 0.165 -1.887 3.806
C -0.542 -1.251 2.818
C -1.960 -1.057 2.973
H -1.371 -3.985 -0.401
H -0.575 -3.772 1.231
H 0.026 -4.962 0.035
H 0.004 -2.005 -0.628
H 1.486 -4.446 -1.741
H 1.890 -2.867 -2.221
H 0.256 -3.606 -2.563
H 2.495 -4.684 0.208
H 4.409 -4.292 1.728
H 4.863 -2.113 2.674
H 3.963 -0.177 3.497
H 2.206 1.735 1.919
H 2.877 1.996 3.452
H 1.626 0.788 3.391
H 4.257 0.999 0.633
H 5.451 0.057 1.502
H 4.911 1.635 2.086
H -4.424 4.025 -0.519
H -5.540 2.775 -2.389
H -4.636 0.664 -3.209
H -1.307 -0.581 -2.042
H -3.206 -0.573 -4.405
H -1.591 -1.280 -4.337
H -1.804 0.530 -4.255
H -4.048 -1.923 -2.377
H -3.087 -1.825 -0.840
H -2.438 -2.667 -2.282
H -3.119 3.796 1.440
H -1.330 4.345 -0.953
H -1.186 5.384 0.587
H -2.618 5.271 -0.325
H -0.344 2.579 1.357
H -1.609 2.376 2.566
H -0.962 3.956 2.350
H -4.417 0.162 1.010
H -5.755 -0.635 3.044
H -4.646 -1.774 4.864
H -2.414 -2.714 5.826
H -0.101 -2.989 5.674
H 1.266 -2.063 3.772
Cl 0.866 5.132 -2.857
C 1.559 4.654 -1.289
Cl 3.223 5.170 -1.143
C 1.348 3.196 -0.920
O 2.070 2.561 -0.120
O 0.363 2.621 -1.422
H 0.976 5.199 -0.562
C 4.213 0.645 -2.404
C 3.101 -0.329 -2.035
O 1.791 0.249 -2.287
C 1.410 0.538 -3.682
C 1.703 -0.646 -4.579
H 5.214 0.267 -2.134
H 4.038 1.622 -1.926
H 4.258 0.813 -3.518
H 3.123 -0.535 -0.948
H 3.233 -1.324 -2.537
H 1.972 1.433 -3.950
H 0.329 0.658 -3.626
H 2.763 -0.750 -4.632
H 1.289 -0.433 -5.561
H 1.166 -1.539 -4.223